Here is a structure of composition C19H41BN6Si4TeZn from OMol25. Energies are from ωB97M-V/def2-TZVPD.

Last column: Mulliken charge in e.
Element x y z (Å)
C  -0.888  -1.498  -3.359  0.177
N  -1.730  -0.578  -2.842  0.244
N  -2.707  -0.317  -3.775  0.308
C  -2.509  -1.108  -4.845  -0.071
C  -1.359  -1.867  -4.632  -1.191
B  -3.835  0.725  -3.483  0.170
N  -4.486  0.540  -2.064  0.193
N  -3.712  0.309  -0.948  0.170
C  -4.547  0.192  0.113  -0.051
C  -5.870  0.294  -0.348  -1.181
C  -5.785  0.517  -1.715  -0.106
Zn  -1.686  0.507  -1.226  -0.816
N  -3.240  2.164  -3.551  0.117
N  -2.242  2.591  -2.701  -0.038
C  -1.949  3.862  -3.083  -0.385
C  -2.777  4.236  -4.170  -0.953
C  -3.579  3.141  -4.416  -0.124
H  -1.197  4.494  -2.650  0.442
H  -4.367  2.974  -5.146  0.426
H  -2.770  5.169  -4.711  0.406
H  -4.706  0.607  -4.298  -0.091
H  -6.551  0.636  -2.471  0.467
H  -3.231  -1.070  -5.659  0.473
H  -6.759  0.214  0.252  0.422
H  -0.883  -2.585  -5.290  0.432
H  -4.213  0.063  1.132  0.502
H  0.016  -1.766  -2.837  0.216
H  -1.650  2.103  -0.465  -0.527
C  -1.423  1.676  0.578  -0.333
H  -2.318  1.853  1.220  0.631
H  -1.238  0.578  0.618  0.555
H  -0.527  2.238  0.942  0.239
C  -0.836  -2.441  1.799  -0.793
Si  1.032  -2.567  1.551  0.249
C  1.857  -3.262  3.100  -0.963
C  1.364  -3.683  0.069  -0.876
Si  1.896  -0.423  1.133  0.010
Te  1.382  0.421  -1.126  -0.034
Si  1.493  0.969  2.987  0.576
C  2.624  0.508  4.420  -1.024
C  1.850  2.743  2.454  -1.094
C  -0.274  0.776  3.618  -0.900
Si  4.211  -0.556  0.766  0.339
C  5.157  -1.210  2.261  -0.938
C  4.518  -1.695  -0.708  -0.915
C  4.774  1.197  0.347  -0.891
H  -1.197  -3.469  1.967  0.445
H  -1.357  -2.055  0.909  0.135
H  -1.127  -1.825  2.660  0.251
H  1.413  -4.256  3.271  0.412
H  2.944  -3.394  2.998  0.277
H  1.671  -2.658  4.000  0.289
H  0.920  -3.283  -0.854  0.171
H  2.431  -3.860  -0.121  0.298
H  0.881  -4.651  0.282  0.402
H  3.689  0.677  4.213  0.287
H  2.328  1.162  5.257  0.386
H  2.501  -0.532  4.752  0.274
H  1.230  3.084  1.615  0.314
H  1.628  3.383  3.324  0.448
H  2.902  2.897  2.176  0.284
H  -1.054  0.981  2.877  0.133
H  -0.462  -0.223  4.035  0.313
H  -0.389  1.513  4.429  0.425
H  4.869  -2.234  2.538  0.299
H  6.218  -1.233  1.963  0.409
H  5.068  -0.576  3.152  0.294
H  3.964  -1.382  -1.603  0.312
H  5.596  -1.634  -0.931  0.400
H  4.264  -2.745  -0.504  0.276
H  4.237  1.611  -0.518  0.307
H  4.661  1.902  1.183  0.268
H  5.844  1.129  0.091  0.420

Multiplicity ... 1
DFT total energy ... -4306.8468 a.u.
Charge ... +2
LUMO energy (spin up / spin down) ... -9.15 / -9.96 eV
Frontier orbital gap (spin up / spin down) ... 4.485 / 3.681 eV